Record 1
66
Properties=species:S:1:pos:R:3:forces:R:3 method="wB97M-V/def2-TZVPD" charge=0 gap_ev="8.58 / 6.30" e_above_lowest_kcal_mol=21.1 largest_force_ev_per_a=2.582 multiplicity=2 lumo_energy_ev="0.178 / -2.098"
Ba -0.822270 -0.750471 -0.081369 0.29 -1.40 0.49
C -5.461997 6.505781 -2.248961 0.00 0.02 -0.01
C -4.741777 5.333617 -1.647372 0.01 -0.02 0.01
C -5.351020 4.555504 -0.663621 0.05 -0.02 -0.02
C -4.702289 3.456908 -0.127679 -0.13 0.02 0.03
C -3.430634 3.146392 -0.582677 0.03 -0.28 0.29
C -2.794927 3.899566 -1.557001 0.01 0.04 -0.11
C -3.461765 4.993286 -2.082098 -0.03 -0.01 0.02
S -2.624281 1.732095 0.080751 -0.35 -0.45 -0.65
O -2.971890 1.446637 1.446526 -0.27 0.16 -0.26
O -1.176234 1.923073 -0.135819 -0.72 -0.34 -0.31
N -3.133164 0.344692 -0.798452 1.36 1.31 1.75
C -3.044262 0.398030 -2.136852 -1.15 0.68 -0.74
C -1.297904 0.604547 -2.901032 0.00 1.56 -0.85
O -1.208500 1.639185 -3.498183 -0.61 -0.10 0.17
O -0.605696 -0.349332 -2.640675 0.45 -1.33 0.53
H -6.258077 6.859157 -1.595874 -0.01 0.00 0.00
H -5.912115 6.223888 -3.202712 -0.01 0.00 -0.01
H -4.778757 7.332192 -2.440912 0.01 0.01 0.00
H -6.341271 4.816027 -0.311922 0.00 0.00 0.00
H -5.164327 2.853569 0.642365 -0.01 0.00 0.01
H -1.807605 3.625398 -1.900122 0.02 0.01 0.00
H -2.979081 5.592529 -2.843361 0.00 0.01 -0.01
H -3.525592 1.281797 -2.570298 0.36 -0.07 -0.46
H -3.337966 -0.551526 -2.584000 0.11 0.05 -0.17
C 2.698630 -2.364848 -1.773094 0.06 -0.01 0.01
Sb 2.592089 -0.674699 -0.465705 0.56 0.09 -0.27
C 3.588756 0.703107 -1.767031 0.09 -0.05 0.08
C 4.249779 -1.145571 0.847232 -0.15 0.05 0.05
C 3.795756 -2.123625 1.896378 -0.09 -0.10 0.09
C 3.669640 -3.461054 1.496317 0.05 0.07 0.05
C 3.229294 -4.448196 2.353841 -0.01 -0.02 0.03
C 2.906826 -4.114568 3.662649 -0.01 -0.03 -0.02
C 3.022219 -2.802570 4.074255 0.05 0.08 -0.02
C 3.454214 -1.782403 3.216819 0.01 -0.13 -0.14
C 3.486218 -0.389049 3.759582 -0.18 0.15 -0.04
Sb 1.462648 0.437126 4.090831 0.14 -0.05 -0.12
C 1.603208 1.988922 2.596010 0.00 -0.06 0.01
C 0.386636 -0.920540 2.797369 0.20 -0.02 0.16
H 2.345378 -3.261620 -1.267314 -0.02 0.01 0.00
H 3.725500 -2.506825 -2.109336 -0.01 -0.02 0.00
H 2.061063 -2.174122 -2.635837 -0.01 0.01 -0.01
H 4.519428 0.263193 -2.124561 -0.01 0.01 0.00
H 3.808371 1.624120 -1.229403 0.00 0.01 -0.01
H 2.951340 0.937167 -2.617254 -0.05 -0.02 0.00
H 4.614312 -0.199792 1.242664 0.00 -0.01 0.09
H 5.049134 -1.582284 0.247473 -0.06 0.04 -0.09
H 3.932148 -3.725638 0.478161 0.03 0.01 0.00
H 3.135862 -5.467546 2.005099 0.00 -0.01 0.00
H 2.565150 -4.872728 4.354344 -0.02 0.00 0.00
H 2.765359 -2.543203 5.096395 0.01 0.01 0.01
H 4.016923 0.315905 3.123787 -0.02 0.01 -0.06
H 3.974235 -0.367339 4.734289 -0.05 -0.05 0.01
H 1.979229 2.908353 3.040326 0.02 0.01 0.03
H 0.616795 2.190425 2.179216 -0.06 0.01 0.01
H 2.268983 1.691254 1.786765 0.03 -0.03 -0.02
H 0.117053 -1.840934 3.309004 -0.01 -0.01 0.04
H 0.999313 -1.191799 1.933499 0.03 0.04 0.15
H -0.538734 -0.422015 2.504777 -0.03 0.11 0.28
F -0.141013 -3.359576 0.608846 -0.27 0.27 -0.06
P -1.705287 -3.939681 0.677045 -0.16 -0.52 0.33
F -1.391773 -4.602173 2.083833 0.03 -0.10 0.01
F -1.962692 -3.170884 -0.768172 0.13 0.52 0.31
F -2.118904 -2.533887 1.492740 0.31 0.05 -0.68
F -1.255111 -5.237034 -0.116637 0.00 -0.03 0.02
F -3.231910 -4.361444 0.702328 0.03 -0.15 0.03

***

Record 2
73
Properties=species:S:1:pos:R:3:forces:R:3 method="wB97M-V/def2-TZVPD" charge=0 gap_ev=8.72 e_above_lowest_kcal_mol=0.0 largest_force_ev_per_a=5.184 multiplicity=1 lumo_energy_ev=-0.677
O 13.587388 23.458715 6.393590 -2.58 4.29 -1.35
C 12.602069 23.041776 5.847266 -1.39 -0.21 -0.63
O 12.178560 21.796035 6.150906 -0.40 0.75 0.19
C 11.167052 21.355100 5.236282 0.20 -0.25 -1.36
C 11.093517 22.437643 4.148849 -0.47 0.52 -0.26
C 11.698332 23.684756 4.791323 0.51 -1.14 0.18
H 10.194741 21.112891 5.662788 0.22 0.38 0.67
H 11.565395 20.438191 4.804207 -0.23 -0.04 0.15
H 10.088951 22.692670 3.814311 -0.11 -0.45 0.11
H 11.645602 22.171509 3.247441 0.16 -0.17 0.13
H 10.925318 24.266310 5.294325 0.18 0.09 0.23
H 12.228555 24.288506 4.060163 0.22 0.24 0.28
O 13.659782 25.615238 2.461442 -0.41 -0.41 -0.08
C 13.978381 24.702148 1.747596 -0.18 0.70 -0.54
O 13.260776 23.574768 1.615966 -0.23 -0.37 0.55
C 13.959435 22.611090 0.800878 -1.05 -0.34 -0.47
C 14.949533 23.421071 -0.007329 0.49 -0.09 -0.40
C 15.183440 24.625847 0.865674 1.00 0.51 0.70
H 13.204714 22.119593 0.184202 -0.02 0.20 -0.06
H 14.349572 21.798352 1.415049 0.43 0.43 0.30
H 14.525160 23.789023 -0.943024 -0.24 -0.32 0.00
H 15.832717 22.839564 -0.269793 0.08 0.12 0.14
H 15.390803 25.560718 0.349232 -0.32 0.01 -0.08
H 16.001603 24.563832 1.596367 0.14 -0.34 -0.61
O 8.519779 24.451974 7.749911 0.04 0.11 0.09
C 8.611273 23.389600 8.296888 -1.07 0.34 -0.53
O 9.648946 22.579062 8.060506 0.58 -0.29 0.07
C 9.527702 21.309647 8.721587 -0.08 0.30 0.33
C 8.297273 21.420860 9.603337 -2.12 -0.20 0.17
C 7.577716 22.723546 9.201482 1.27 0.66 0.58
H 10.402182 21.145962 9.348455 0.23 -0.03 -0.36
H 9.442227 20.554949 7.942361 0.06 -0.12 0.12
H 8.482280 21.475531 10.674009 0.50 -0.12 -0.10
H 7.582126 20.603815 9.483403 0.36 -0.29 -0.11
H 7.442106 23.338807 10.092777 0.12 0.22 -0.11
H 6.597677 22.741255 8.731564 0.15 -0.58 -0.31
O 18.203065 27.363291 2.469574 0.19 -0.10 0.24
C 17.636385 26.676823 3.270556 -0.01 0.65 -0.14
O 17.609029 25.330679 3.147305 0.21 -0.59 -0.63
C 16.606841 24.705351 3.946079 -0.11 1.01 1.68
C 15.852402 25.895077 4.587090 -1.28 0.26 -0.38
C 16.782505 27.094525 4.435273 -0.37 0.00 1.03
H 17.065971 24.114302 4.739561 0.20 -0.23 -0.29
H 15.964478 24.075021 3.334430 0.16 -0.03 0.15
H 15.489599 25.755396 5.602997 0.38 -0.36 0.13
H 14.941060 26.078760 4.012605 0.25 0.01 0.04
H 17.284373 27.285914 5.389334 0.83 -0.48 -0.33
H 16.306196 28.067419 4.318476 -0.26 -0.23 -0.74
C 6.915938 21.513080 4.572629 -0.39 -0.72 -0.28
Br 8.131790 20.365737 3.562512 -0.20 0.45 0.15
Br 6.709318 20.752099 6.359263 -0.07 0.37 -0.47
Br 5.218794 21.647397 3.614570 0.48 -0.19 0.42
H 7.309149 22.519529 4.659620 0.16 -0.10 0.04
C 12.746697 25.867437 8.420151 -0.18 0.46 -0.09
Br 11.296753 25.420567 9.602825 0.16 0.01 0.07
Br 14.045230 27.028257 9.306321 -0.42 -0.27 -0.43
Br 11.997186 26.648620 6.770465 0.61 -0.24 0.71
H 13.269963 24.951559 8.176715 -0.07 0.13 -0.22
C 6.773202 25.626863 3.491120 0.08 0.01 -0.26
Br 6.161295 25.003132 1.749654 0.23 0.07 0.42
Br 8.674235 25.224761 3.774068 -0.88 -0.02 0.04
Br 5.576466 25.042183 4.901190 0.57 0.14 -0.19
H 6.710863 26.705414 3.457048 0.01 -0.04 0.06
C 12.708519 18.783093 1.168572 -0.19 0.60 0.23
Br 14.297648 19.187927 0.116045 -0.52 -0.13 0.30
Br 11.121389 19.810797 0.626937 0.62 -0.44 -0.11
Br 12.953433 19.111666 3.075035 0.37 -0.29 -0.64
H 12.518058 17.729001 1.024174 -0.16 0.06 0.03
C 15.048383 21.877197 7.060167 2.78 -2.88 1.26
Br 16.660810 22.827322 7.587388 -0.10 0.09 -0.48
Br 14.806433 20.481280 8.398329 -0.17 -0.17 -0.32
Br 15.139063 21.136031 5.229694 0.30 0.19 0.69
H 14.224937 22.579920 7.093382 0.75 -1.11 0.68

***

- Look up the charge of the first one.
  0

***

- Which value of charge does entry 2 give?
  0